ORCA calculation (the ωB97M-V functional and the def2-TZVPD basis) on a cluster of 2 separate species, C3H4F3O3S in total in a non-equilibrium geometry.

Geometry as XYZ:
```
14
Properties=species:S:1:pos:R:3:nbo_charge:R:1
S 0.989 0.981 1.967 0.860
F -0.273 -2.934 -0.186 -0.350
F 0.624 -2.074 -1.845 -0.338
F -1.500 -2.147 -1.734 -0.335
O -0.282 0.753 2.701 -1.038
O 1.075 2.552 1.341 -0.727
O 1.408 1.926 -0.765 -0.675
C -0.413 -1.927 -1.051 0.967
C 0.597 2.074 0.131 0.506
C -0.441 -0.528 -0.315 -0.717
H -0.774 0.265 -0.969 0.224
H 0.564 -0.281 0.003 0.261
H -1.116 -0.796 0.620 0.243
H -0.457 2.135 0.101 0.120
```

Computed properties:
E_LUMO, eV: 3.669
HOMO level, eV: -2.653
Total charge: -1
Orbital gap, hartree: 0.232
Max |F|, eV/A: 3.8
Relative energy (zero: lowest compared OMol25 entry of this formula, charge and spin), eV: 0.2071